Record 1
C4H11NO2 | ωB97M-V/def2-TZVPD

The geometry in XYZ format:
```
18
C4H11NO2 (ωB97M-V/def2-TZVPD)
C 1.9945 0.8706 1.2948
C 1.0609 0.1848 2.2662
N 0.2666 -0.7869 1.7416
O 1.1113 0.3501 3.4725
H 2.5489 0.0989 0.7609
H 2.6368 1.4246 1.9716
H 1.5952 1.6117 0.6342
H -0.3103 -1.2967 2.3866
H 0.1123 -0.8290 0.7495
C -2.1703 -0.2156 -1.5282
C -0.7272 -0.4391 -2.0322
O 0.2345 0.0073 -1.1006
H -2.8074 0.0930 -2.3337
H -2.2204 0.5881 -0.7873
H -2.6226 -1.0454 -0.9779
H -0.5739 -1.5123 -2.1529
H -0.7266 0.0295 -3.0159
H 0.5977 0.8663 -1.3491
```

relative energy (zero: lowest compared OMol25 entry of this formula, charge and spin)	17.3	kcal/mol
calculated total energy	-364.24057	a.u.
SMILES	CC(N)=O.CCO
HOMO-LUMO gap	10.1	eV
lowest unoccupied orbital energy	0.57	eV

---

Record 2
C4H11NO2 | ωB97M-V/def2-TZVPD

The geometry in XYZ format:
```
18
C4H11NO2 (ωB97M-V/def2-TZVPD)
C 1.4352 1.7067 -0.1322
N 0.7721 1.3088 0.8902
C -0.2572 0.3674 0.5940
C -0.0156 -0.8035 -0.0209
C -1.1113 -1.8705 0.0321
H 1.1223 1.4431 -1.1385
H 2.1961 2.4586 0.0750
H -1.1623 0.4757 1.1895
H 0.9333 -0.8538 -0.5416
H -1.8564 -1.3795 -0.6130
H -0.9674 -2.8546 -0.4475
H -1.5827 -1.9351 1.0091
O -3.1205 1.3186 -0.7335
H -3.1491 1.8791 -1.5255
H -2.1636 1.1690 -0.6853
O 2.8847 -1.1766 0.5976
H 2.3134 -0.5215 0.9987
H 3.7290 -0.7320 0.4518
```

relative energy (zero: lowest compared OMol25 entry of this formula, charge and spin)	61.4	kcal/mol
calculated total energy	-364.17036	a.u.
SMILES	C=N/C=C/C.O.O
HOMO-LUMO gap	9.8	eV
lowest unoccupied orbital energy	0.67	eV

---

Record 3
C4H11NO2 | ωB97M-V/def2-TZVPD

The geometry in XYZ format:
```
18
C4H11NO2 (ωB97M-V/def2-TZVPD)
C 1.8339 -0.2197 1.7082
C 0.4642 -0.6211 1.0755
O 0.2714 -2.0094 1.1668
C 0.2851 0.0435 -0.2745
N -1.0011 -0.1275 -0.9183
C -1.6372 1.0661 -1.3922
O -1.6036 1.2390 -2.7931
H 2.0468 0.8451 1.6307
H 1.7542 -0.4477 2.7672
H 2.6130 -0.7789 1.1916
H -0.2543 -0.2044 1.7923
H 0.8765 -2.4689 0.6071
H 0.4786 1.0899 -0.0155
H 1.1103 -0.2590 -0.9313
H -1.6381 -0.6404 -0.3360
H -1.1761 1.9708 -0.9845
H -2.6912 1.1296 -1.0868
H -1.7324 0.3932 -3.2071
```

relative energy (zero: lowest compared OMol25 entry of this formula, charge and spin)	34.4	kcal/mol
calculated total energy	-364.21331	a.u.
SMILES	C[C@H](O)CNCO
HOMO-LUMO gap	10.4	eV
lowest unoccupied orbital energy	0.94	eV

---

Record 4
C4H11NO2 | ωB97M-V/def2-TZVPD

The geometry in XYZ format:
```
18
C4H11NO2 (ωB97M-V/def2-TZVPD)
C -2.2938 0.7204 -0.7476
N -1.3023 0.8107 0.3709
C 0.0025 1.0324 -0.1373
C 0.5272 -0.1677 -0.7537
C 1.3014 0.5028 0.6281
O 2.5085 0.4168 0.4056
H -2.0017 -0.0123 -1.4884
H -3.1128 0.3075 -0.1660
H -2.4002 1.7624 -1.0753
H 4.8489 -1.2059 1.2492
H 0.0674 2.0802 -0.4190
H 4.1402 -1.2222 1.0708
H 1.0337 -0.0020 -1.6976
H 0.2069 -1.1777 -0.4525
H 1.0702 0.4120 1.7008
H -1.4301 -0.1394 0.7835
H -1.6223 -2.4477 0.6497
O -1.5436 -1.6703 0.0788
```

relative energy (zero: lowest compared OMol25 entry of this formula, charge and spin)	212.5	kcal/mol
calculated total energy	-363.92958	a.u.
HOMO-LUMO gap	5.5	eV
lowest unoccupied orbital energy	-2.82	eV

---

Record 5
C4H11NO2 | ωB97M-V/def2-TZVPD

The geometry in XYZ format:
```
18
C4H11NO2 (ωB97M-V/def2-TZVPD)
C 0.1332 -1.1379 -0.0934
C 1.4196 -0.9459 -0.4012
C 2.3066 0.0707 0.2318
C 3.4305 -0.2548 0.8615
N 1.8733 1.4118 0.0956
H -0.4128 -1.9658 -0.5114
H -0.2769 -0.3734 0.5574
H 1.9121 -1.5895 -1.1233
H 3.7981 -1.2619 0.9992
H 4.2107 0.4791 1.0484
H 2.5788 2.0066 -0.3245
H 0.9964 1.5474 -0.3598
O -4.9743 -0.9622 0.6895
H -4.5382 -1.0150 1.5278
H -4.3173 -0.8874 -0.0399
O -2.1814 1.3978 -1.2048
H -1.6699 0.9319 -0.5528
H -1.9020 2.3234 -1.2302
```

relative energy (zero: lowest compared OMol25 entry of this formula, charge and spin)	58.0	kcal/mol
calculated total energy	-364.17576	a.u.
SMILES	C=CC(=C)N.O.O
HOMO-LUMO gap	9.2	eV
lowest unoccupied orbital energy	0.51	eV

---

Record 6
C4H11NO2 | ωB97M-V/def2-TZVPD

The geometry in XYZ format:
```
18
C4H11NO2 (ωB97M-V/def2-TZVPD)
C 0.9977 -1.4572 -1.1208
N -0.0667 -0.9589 -1.6022
C -0.8219 -0.0585 -0.7717
C -1.6407 -0.5211 0.1712
C -2.4751 0.4536 0.9775
H 1.5261 -1.3078 -0.1757
H 1.4676 -2.1462 -1.7891
H -0.7913 0.9863 -1.0344
H -1.6103 -1.5468 0.4931
H -2.7653 1.3070 0.3581
H -1.8697 1.0021 1.6952
H -3.3659 0.0158 1.4128
O 2.3234 1.8462 -0.3310
H 3.0771 1.2639 -0.5047
H 1.6440 1.3878 -0.8455
O 0.8955 -0.0245 1.8383
H 0.2278 0.2190 1.1717
H 1.5451 0.6865 1.8241
```

relative energy (zero: lowest compared OMol25 entry of this formula, charge and spin)	56.3	kcal/mol
calculated total energy	-364.17843	a.u.
SMILES	C=N/C=C/C.O.O
HOMO-LUMO gap	9.7	eV
lowest unoccupied orbital energy	0.56	eV

---

Record 7
C4H11NO2 | ωB97M-V/def2-TZVPD

The geometry in XYZ format:
```
18
C4H11NO2 (ωB97M-V/def2-TZVPD)
C -0.7741 2.2364 -1.0437
C -1.0981 0.6851 -1.1135
C -0.1953 -0.0349 -0.0979
O 1.0381 0.1608 -0.2214
N -0.7821 -0.8457 0.8162
C -0.1508 -1.7360 1.7819
H -0.6979 2.7416 -0.0662
H -1.6160 2.6778 -1.6031
H 0.1565 2.4183 -1.6072
H -2.1631 0.3916 -1.0432
H -0.7277 0.3721 -2.1087
H -1.7981 -0.7282 0.7957
H -0.3394 -1.4814 2.8384
H 0.9347 -1.8717 1.6411
H -0.6569 -2.6892 1.5540
O 3.2614 -0.7571 0.0866
H 2.4829 -0.1563 0.0511
H 3.1258 -1.3832 -0.6603
```

relative energy (zero: lowest compared OMol25 entry of this formula, charge and spin)	19.9	kcal/mol
calculated total energy	-364.23649	a.u.
SMILES	CCC(=O)NC.O
HOMO-LUMO gap	10.2	eV
lowest unoccupied orbital energy	0.63	eV

---

Record 8
C4H11NO2 | ωB97M-V/def2-TZVPD

The geometry in XYZ format:
```
18
C4H11NO2 (ωB97M-V/def2-TZVPD)
C 0.8742 -1.3465 2.7898
C -0.0573 -0.2170 2.5970
O 0.1122 0.9723 2.6729
O -1.2899 -0.6989 2.2666
H 1.7988 -1.1218 3.3107
H 1.1815 -1.6420 1.7767
H 0.3651 -2.2245 3.1687
H -1.8238 0.0485 1.9716
C 0.6888 1.1806 -2.5139
C -0.0598 0.3629 -1.4718
N -1.4735 0.1254 -1.7775
H 1.7236 0.8278 -2.6166
H 0.7772 2.2410 -2.3015
H 0.2821 1.0648 -3.5242
H 0.4138 -0.6067 -1.3228
H 0.0062 0.8551 -0.5030
H -1.9294 0.9053 -2.2220
H -1.5899 -0.7264 -2.3008
```

relative energy (zero: lowest compared OMol25 entry of this formula, charge and spin)	14.7	kcal/mol
calculated total energy	-364.24480	a.u.
SMILES	CC(=O)O.CCN
HOMO-LUMO gap	10.0	eV
lowest unoccupied orbital energy	0.85	eV

---

Record 9
C4H11NO2 | ωB97M-V/def2-TZVPD

The geometry in XYZ format:
```
18
C4H11NO2 (ωB97M-V/def2-TZVPD)
N -1.4592 -0.7851 0.6520
C -0.2960 0.0599 0.2369
C -0.5616 1.5650 0.4160
C 0.6452 -1.5258 -1.4724
C 0.1569 -0.3313 -1.2006
H 0.5551 -0.2714 0.8768
H -1.9072 -0.3447 1.4310
H -1.3317 1.7820 -0.3123
H -0.8867 1.7434 1.4156
H 0.8665 -1.8524 -2.5207
H 0.4424 -2.3913 -0.9329
H -0.1223 0.3113 -2.0540
H 0.7352 -2.6764 2.1427
H -1.0118 -1.6885 0.9868
O 0.4270 -2.4715 1.2276
H 0.3187 2.2334 0.2770
H 2.0901 3.6932 -0.5666
O 1.3395 2.9501 -0.6029
```

relative energy (zero: lowest compared OMol25 entry of this formula, charge and spin)	263.5	kcal/mol
calculated total energy	-363.84830	a.u.
HOMO-LUMO gap	3.2	eV
lowest unoccupied orbital energy	-5.28	eV

---

Record 10
C4H11NO2 | ωB97M-V/def2-TZVPD

The geometry in XYZ format:
```
18
C4H11NO2 (ωB97M-V/def2-TZVPD)
C 1.0677 0.1556 2.5943
C 0.4966 -0.8017 1.5586
N -0.8400 -0.2795 1.0719
C -0.6229 -0.1688 -0.3058
C -0.6382 -1.6158 -1.1258
O -1.0286 0.8358 -0.9753
H 2.0232 -0.0977 2.9474
H 0.3897 0.3950 3.5335
H 1.3296 1.1962 2.2435
H 1.1365 -0.9296 0.7122
H 0.2709 -1.9202 1.8933
H -1.1349 0.6562 1.3189
H -1.4409 -2.1968 -0.7046
H -0.6975 -1.4749 -2.2284
H 0.2862 -2.1444 -0.7450
O 0.9933 1.7096 -2.5993
H 0.3235 1.2948 -1.9378
H 1.8572 1.3989 -2.2680
```

relative energy (zero: lowest compared OMol25 entry of this formula, charge and spin)	53.3	kcal/mol
calculated total energy	-364.18328	a.u.
SMILES	CCNC(C)=O.O
HOMO-LUMO gap	10.6	eV
lowest unoccupied orbital energy	0.39	eV

---

Record 11
C4H11NO2 | ωB97M-V/def2-TZVPD

The geometry in XYZ format:
```
18
C4H11NO2 (ωB97M-V/def2-TZVPD)
C -0.6110 0.7175 -2.2278
C 2.0042 0.4435 0.6096
C 0.8047 -0.3816 0.2379
O -0.3014 1.2327 -0.9582
O 0.8351 -1.4182 -0.3890
H 0.0081 -0.1634 -2.4510
H -1.6665 0.4264 -2.2991
H -0.3925 1.4513 -3.0127
H 2.7019 -0.1721 1.1856
H 2.4998 0.7612 -0.3074
H 1.7429 1.3399 1.1718
C -1.3683 -1.1531 1.3073
N -0.4257 -0.0589 1.0730
H -0.2194 0.4855 1.9051
H -0.7983 0.7546 0.0685
H -2.3197 -0.7316 1.6337
H -0.9780 -1.8269 2.0710
H -1.5160 -1.7068 0.3817
```

relative energy (zero: lowest compared OMol25 entry of this formula, charge and spin)	52.6	kcal/mol
calculated total energy	-364.18428	a.u.
HOMO-LUMO gap	9.6	eV
lowest unoccupied orbital energy	0.70	eV

---

Record 12
C4H11NO2 | ωB97M-V/def2-TZVPD

The geometry in XYZ format:
```
18
C4H11NO2 (ωB97M-V/def2-TZVPD)
C 0.3269 0.0485 1.9520
C -0.3635 -0.7588 0.8444
O 0.3011 -1.9844 0.6097
C -0.5871 0.0668 -0.4160
N -1.3550 -0.6965 -1.3968
C 0.6855 0.6745 -1.0120
O 0.4303 1.9389 -1.6565
H -0.1991 -0.0889 2.8889
H 0.3711 1.1235 1.7643
H 1.3473 -0.3007 2.0728
H -1.3508 -1.0386 1.1970
H 1.1890 -1.8064 0.2794
H -1.2586 0.8720 -0.1183
H -0.8512 -1.4973 -1.7443
H -1.6625 -0.0817 -2.1393
H 1.4941 0.8022 -0.2788
H 1.0887 0.0754 -1.8347
H 0.3937 2.6515 -1.0118
```

relative energy (zero: lowest compared OMol25 entry of this formula, charge and spin)	30.8	kcal/mol
calculated total energy	-364.21912	a.u.
SMILES	C[C@H](O)[C@H](N)CO
HOMO-LUMO gap	9.9	eV
lowest unoccupied orbital energy	0.75	eV

---

Record 13
C4H11NO2 | ωB97M-V/def2-TZVPD

The geometry in XYZ format:
```
18
C4H11NO2 (ωB97M-V/def2-TZVPD)
C -1.7803 -0.4292 -0.8510
C -1.2436 -0.9383 -2.1522
N -0.8871 -2.2742 -2.1738
O -1.3108 -0.3544 -3.2144
H -2.6848 0.1964 -0.9580
H -1.1098 0.1851 -0.2483
H -2.4411 -1.1268 -0.2981
H -0.4195 -2.6841 -2.9611
H -1.0381 -2.8743 -1.3820
C 1.3900 1.8718 0.9087
C 1.5923 0.5971 1.6679
O 0.7676 0.4817 2.8671
H 1.7515 1.8477 -0.1155
H 1.8369 2.7528 1.3413
H 0.3046 2.0217 0.9696
H 1.2129 -0.4017 1.2910
H 2.6590 0.2717 1.8073
H 1.4005 0.8571 3.5014
```

relative energy (zero: lowest compared OMol25 entry of this formula, charge and spin)	40.6	kcal/mol
calculated total energy	-364.20349	a.u.
SMILES	CC(N)=O.CCO
HOMO-LUMO gap	10.6	eV
lowest unoccupied orbital energy	0.79	eV

---

Record 14
C4H11NO2 | ωB97M-V/def2-TZVPD

The geometry in XYZ format:
```
18
C4H11NO2 (ωB97M-V/def2-TZVPD)
C 1.6852 1.1574 0.4156
C 1.9883 -0.1611 1.0894
N 2.4434 -1.1575 0.2735
O 1.6601 -0.3607 2.2355
H 2.6071 1.7593 0.3972
H 0.9776 1.6834 1.0478
H 1.3927 1.2597 -0.6232
H 2.7552 -1.9939 0.7439
H 2.9131 -1.0162 -0.6047
C -2.4784 0.1537 -1.3578
C -1.6196 -0.4989 -0.2887
O -1.3501 0.2543 0.8806
H -1.8453 0.7907 -1.9726
H -3.3430 0.6974 -0.9971
H -2.8887 -0.6376 -1.9309
H -2.0598 -1.4530 0.0344
H -0.6713 -0.8304 -0.7155
H -2.1665 0.3534 1.3725
```

relative energy (zero: lowest compared OMol25 entry of this formula, charge and spin)	20.2	kcal/mol
calculated total energy	-364.23593	a.u.
SMILES	CC(N)=O.CCO
HOMO-LUMO gap	10.5	eV
lowest unoccupied orbital energy	0.87	eV